Molecular formula: C4H6BF6N
Method: DFT, ωB97M-V with the def2-TZVPD basis set

Each line ends with the Löwdin charge.
Geometry (Å):
C -1.00 -0.18 0.79  0.0007
N -0.26 -0.25 -0.53  -0.0783
C 1.11 0.08 -0.39  -0.0795
B -0.72 -0.77 -1.72  -0.0705
C -2.20 -0.75 -2.25  -0.6039
F -2.54 -1.84 -2.91  0.1484
F -2.40 0.23 -3.08  0.1767
F -3.23 -0.66 -1.36  0.1063
C 0.41 -1.26 -3.18  -0.4402
F -0.21 -1.19 -4.38  0.1148
F 0.77 -2.55 -2.93  0.0916
F 1.60 -0.57 -3.20  0.0702
H -1.01 0.93 1.12  0.1301
H -1.92 -0.61 0.79  0.0460
H -0.39 -0.66 1.57  0.0917
H 1.52 -0.72 0.20  0.0991
H 1.74 0.13 -1.27  0.0813
H 1.30 1.04 0.15  0.1157

**2S+1**: 1
**Frontier orbital gap**: 0.4074 Ha
**Electronic energy**: -22717.004 eV

Molecular formula: C4H8OS
Method: DFT, ωB97M-V with the def2-TZVPD basis set

Each line ends with the Löwdin charge.
Geometry (Å):
C 0.99 -0.38 1.72  -0.0319
C 0.56 0.29 0.67  -0.5090
C -1.27 -1.53 0.06  -0.2405
C 0.55 1.74 -1.56  -0.4169
O -0.93 -0.23 -0.17  -0.2719
S 1.07 1.85 0.14  0.8939
H 1.90 0.05 2.08  0.0536
H 0.33 -1.10 2.25  0.0851
H -0.50 -2.37 0.26  0.0964
H -1.73 -1.80 -0.91  0.0853
H -1.98 -1.60 1.04  0.1210
H -0.07 2.64 -1.81  0.0464
H -0.21 0.84 -1.43  0.0568
H 1.29 1.58 -2.34  0.0316

**2S+1**: 1
**Frontier orbital gap**: 0.3526 Ha
**Electronic energy**: -17156.777 eV

Molecular formula: C20H30N2O5S2
Method: DFT, ωB97M-V with the def2-TZVPD basis set

Each line ends with the Löwdin charge.
Geometry (Å):
C -6.21 1.56 -2.01  -0.0757
C -5.32 0.36 -1.71  -0.2473
N -5.71 -0.45 -0.58  -0.2678
C -6.89 -1.29 -0.65  -0.2486
C -8.19 -0.59 -0.26  -0.0735
S -5.31 0.17 0.92  0.6697
O -5.71 1.55 1.06  -0.2903
O -5.78 -0.77 1.90  -0.2785
C -3.53 0.10 0.84  -0.2937
C -2.78 1.27 0.89  -0.0525
C -1.40 1.19 0.82  -0.0015
C -0.77 -0.05 0.71  -0.2695
N 0.62 -0.10 0.70  -0.0610
S 1.53 -1.13 -0.27  0.6866
O 1.68 -0.56 -1.58  -0.2722
O 0.99 -2.46 -0.19  -0.2931
C 3.11 -1.13 0.65  -0.1129
C 4.15 -0.20 0.09  -0.3616
C 4.56 -0.49 -1.37  -0.0897
C 5.93 0.19 -1.52  -0.1201
C 6.10 0.90 -0.17  -0.2327
C 5.06 2.02 -0.15  -0.0403
C 3.77 1.27 0.07  -0.3326
O 2.68 1.75 0.22  0.1093
C 5.52 -0.12 0.83  -0.4440
C 6.28 -1.44 0.88  -0.0121
C 5.39 0.41 2.25  -0.0095
C -1.54 -1.21 0.67  0.0002
C -2.91 -1.13 0.74  -0.0378
H -6.38 2.12 -1.09  0.0617
H -7.17 1.25 -2.42  0.0627
H -5.73 2.21 -2.74  0.0743
H -5.25 -0.29 -2.59  0.1232
H -4.31 0.72 -1.48  0.1084
H -6.71 -2.11 0.05  0.1092
H -6.95 -1.70 -1.66  0.1235
H -8.07 -0.15 0.72  0.0669
H -9.00 -1.32 -0.22  0.0758
H -8.46 0.19 -0.97  0.0597
H -3.30 2.21 0.98  0.1152
H -0.81 2.09 0.85  0.1184
H 1.06 0.81 0.65  0.0760
H 3.44 -2.17 0.61  0.1158
H 2.83 -0.88 1.67  0.1162
H 3.82 -0.10 -2.07  0.1116
H 4.62 -1.57 -1.53  0.1291
H 6.73 -0.52 -1.69  0.1104
H 5.95 0.91 -2.35  0.1158
H 7.12 1.23 0.04  0.1526
H 5.22 2.74 0.66  0.1336
H 5.02 2.59 -1.08  0.1370
H 5.81 -2.12 1.59  0.0880
H 7.30 -1.25 1.22  0.0968
H 6.33 -1.94 -0.08  0.0796
H 4.70 1.25 2.33  0.0877
H 5.04 -0.37 2.92  0.0887
H 6.37 0.73 2.61  0.0966
H -1.04 -2.16 0.58  0.0977
H -3.53 -2.02 0.71  0.1207

**2S+1**: 1
**Frontier orbital gap**: 0.3336 Ha
**Electronic energy**: -56114.798 eV

Molecular formula: C4H8NO2
Method: DFT, ωB97M-V with the def2-TZVPD basis set

Each line ends with the Löwdin charge.
Geometry (Å):
C -0.23 1.98 0.46  -0.1433
C -0.31 0.70 -0.44  -0.2499
C 0.43 -0.63 -0.01  -0.3727
N -0.30 -1.06 1.14  0.0047
C 0.56 -1.69 -1.16  -0.7091
O 0.68 -2.93 -0.68  -0.1749
O 0.66 -1.23 -2.25  -0.0007
H 0.66 2.12 1.09  0.0523
H -1.07 1.93 1.25  0.0746
H -0.34 2.81 -0.19  0.0275
H 0.11 1.02 -1.41  0.0799
H -1.45 0.33 -0.65  0.1430
H 1.43 -0.15 0.21  0.1400
H -0.87 -1.78 0.65  0.0827
H 0.04 -1.45 1.99  0.0458

**2S+1**: 1
**Frontier orbital gap**: 0.2924 Ha
**Electronic energy**: -9863.143 eV
**Net charge**: -1

Molecular formula: C4H11N2O
Method: DFT, ωB97M-V with the def2-TZVPD basis set

Each line ends with the Löwdin charge.
Geometry (Å):
C 3.17 -0.15 -0.03  -0.0338
C -1.01 -0.56 0.17  -0.3664
C -0.10 0.64 0.13  -0.0990
C -2.31 0.12 0.57  -0.0462
N 2.09 0.09 0.55  0.0432
N -1.24 -1.25 -1.12  0.0698
O 0.04 1.30 -0.98  0.0956
H 3.20 -0.09 -1.20  0.1195
H 4.15 -0.38 0.47  0.1108
H -0.72 -1.33 0.98  0.1889
H -0.10 1.46 0.99  0.1972
H -2.13 0.58 1.48  0.0557
H -3.11 -0.61 0.67  0.1084
H -2.61 0.94 -0.07  0.1018
H 2.23 0.00 1.55  0.0890
H -1.18 -0.69 -1.93  0.0633
H -0.99 -2.22 -1.30  0.0998
H 0.61 2.15 -0.92  0.2021

**2S+1**: 1
**Frontier orbital gap**: 0.3227 Ha
**Electronic energy**: -9344.668 eV
**Net charge**: +1

Molecular formula: C39H38N2OP
Method: DFT, ωB97M-V with the def2-TZVPD basis set

Each line ends with the Löwdin charge.
Geometry (Å):
C 0.98 0.68 6.09  -0.0460
C 0.76 0.98 4.62  -0.5846
C 0.02 -0.05 4.01  -0.2276
P -0.62 0.02 2.39  1.0464
C -0.44 1.57 1.49  -0.2838
C 0.83 1.91 1.03  -0.0805
C 1.02 3.08 0.31  -0.0581
C -0.06 3.95 0.10  -0.0629
C -1.33 3.62 0.58  -0.0658
C -1.53 2.43 1.28  -0.0458
C 0.23 -1.24 1.43  -0.3106
C 0.42 -1.16 0.04  -0.0863
C 1.10 -2.18 -0.63  -0.0882
C 1.59 -3.28 0.08  -0.0776
C 1.37 -3.38 1.46  -0.0748
C 0.66 -2.38 2.13  -0.0770
C -2.37 -0.39 2.32  -0.3056
C -2.86 -1.14 1.24  -0.0634
C -4.23 -1.38 1.14  -0.0671
C -5.11 -0.90 2.11  -0.0674
C -4.62 -0.17 3.20  -0.0693
C -3.24 0.08 3.32  -0.0785
O 1.23 1.99 4.05  -0.0473
H 0.01 0.51 6.57  0.0859
H 1.58 -0.23 6.19  0.0777
H 1.50 1.51 6.57  0.0743
H -0.31 -0.90 4.62  0.0763
H 1.67 1.24 1.25  0.0979
H 2.01 3.32 -0.08  0.0883
H 0.09 4.88 -0.45  0.1074
H -2.17 4.30 0.43  0.1108
H -2.52 2.16 1.65  0.1075
H 0.03 -0.31 -0.53  0.1192
H 1.25 -2.11 -1.71  0.1110
H 2.15 -4.06 -0.44  0.1103
H 1.73 -4.24 2.02  0.1085
H 0.46 -2.46 3.20  0.1007
H -2.17 -1.52 0.49  0.1015
H -4.60 -1.95 0.28  0.1096
H -6.18 -1.09 2.01  0.1102
H -5.30 0.21 3.96  0.1091
H -2.85 0.63 4.18  0.1130
C 4.91 -0.02 10.37  -0.0367
N 5.18 0.93 9.30  -0.1865
C 5.57 2.23 9.78  -0.0602
C 4.86 0.72 7.99  -0.1963
C 4.60 1.83 7.14  0.0045
C 4.17 1.63 5.85  -0.0388
C 4.19 0.35 5.25  -0.2204
C 3.89 0.19 3.85  0.1104
C 4.26 1.13 2.89  -0.1133
C 4.20 0.88 1.45  -0.1353
C 3.95 -0.25 0.69  -0.0112
C 3.93 -0.13 -0.71  -0.0619
C 4.13 1.12 -1.34  -0.0532
C 4.44 2.26 -0.58  -0.0117
C 4.48 2.10 0.80  -0.1797
N 4.77 3.05 1.78  -0.0445
C 5.03 4.45 1.52  0.0149
C 4.73 2.47 3.01  0.0820
C 4.51 -0.76 6.09  -0.0051
C 4.82 -0.59 7.43  0.0051
H 4.87 -1.05 9.99  0.0784
H 5.72 0.09 11.10  0.0941
H 3.96 0.22 10.88  0.1068
H 6.25 2.72 9.07  0.0970
H 4.70 2.90 9.95  0.1033
H 6.08 2.09 10.74  0.0919
H 4.71 2.84 7.53  0.1088
H 3.78 2.48 5.28  0.1099
H 3.53 -0.77 3.50  0.1351
H 3.78 -1.21 1.19  0.1146
H 3.75 -1.01 -1.33  0.1067
H 4.06 1.19 -2.42  0.1122
H 4.63 3.24 -1.02  0.1088
H 5.07 4.62 0.44  0.0863
H 4.25 5.09 1.97  0.1112
H 5.99 4.75 1.96  0.1059
H 5.04 3.01 3.89  0.1399
H 4.52 -1.75 5.63  0.1224
H 5.08 -1.45 8.05  0.1073

**2S+1**: 1
**Frontier orbital gap**: 0.2034 Ha
**Electronic energy**: -55369.695 eV
**Net charge**: +1